C5H9NOS | ωB97M-V/def2-TZVPD

The geometry in XYZ format:
```
17
Properties=species:S:1:pos:R:3:lowdin_charge:R:1
C 2.22 -1.40 0.12 0.00
C 1.02 0.76 0.09 -0.75
C -0.29 0.15 0.55 -0.31
C -1.44 1.20 0.34 -0.17
C -2.20 0.14 -0.47 -0.11
H 1.17 -1.99 0.28 0.12
H 3.01 -1.98 -0.50 0.10
H 2.74 -1.30 1.14 0.08
H -0.04 -0.28 1.43 0.10
H -1.82 1.38 1.43 0.13
H -0.98 2.18 -0.03 0.04
H -2.96 -0.43 0.00 0.08
H -2.40 0.48 -1.54 0.12
H -0.41 -0.47 -1.39 0.03
N -0.86 -0.80 -0.59 0.03
O 1.93 0.01 -0.60 -0.23
S 1.32 2.36 -0.26 0.75
```

Summary:
Orbital gap, eV: 8.54
Structure (SMILES): COC(=S)[C@H]1CCN1
Highest occupied orbital energy, eV: -8.55
M, g mol⁻¹: 131.2


C5H9NOS | ωB97M-V/def2-TZVPD

The geometry in XYZ format:
```
17
Properties=species:S:1:pos:R:3:lowdin_charge:R:1
C 2.40 -0.65 -1.11 0.00
C 1.69 0.59 -0.72 -0.53
C -0.45 -0.58 -0.74 -0.34
C -0.56 -1.63 0.28 -0.16
C -1.69 -0.69 0.14 -0.60
H 2.02 -0.85 -2.18 0.13
H 3.47 -0.49 -1.01 0.09
H 2.11 -1.43 -0.38 0.08
H -0.06 1.38 -0.20 0.11
H -0.59 -0.87 -1.77 0.14
H 0.05 -1.40 1.21 0.13
H -0.85 -2.67 0.04 0.12
H -2.55 -1.15 -0.31 0.09
H -1.70 -0.49 2.46 -0.06
N 0.37 0.53 -0.45 0.07
O 2.30 1.69 -0.68 0.00
S -1.96 0.53 1.47 0.72
```

Summary:
Orbital gap, eV: 9.92
Structure (SMILES): CC(=O)N[C@H]1C[C@H]1S
Highest occupied orbital energy, eV: -9.26
M, g mol⁻¹: 131.2


C5H9NOS | ωB97M-V/def2-TZVPD

The geometry in XYZ format:
```
17
Properties=species:S:1:pos:R:3:lowdin_charge:R:1
C -2.65 1.85 0.52 -0.86
C 0.72 0.40 0.84 -0.07
C 1.58 -0.38 -1.46 -0.05
C 1.01 -0.77 -0.07 -0.36
C -0.30 -1.49 -0.17 -0.20
N -2.65 1.09 1.45 0.14
O -1.35 -1.28 0.44 0.01
S -2.88 3.01 -0.56 0.64
H -0.09 0.90 0.44 0.02
H 1.67 1.03 1.04 0.13
H 0.32 0.14 1.79 0.07
H 2.02 -1.27 -1.96 0.09
H 0.92 0.17 -2.08 0.07
H 2.45 0.25 -1.35 0.08
H 1.70 -1.53 0.31 0.14
H -0.39 -2.39 -0.79 0.13
H -2.07 0.29 1.61 0.05
```

Summary:
Orbital gap, eV: 9.83
Structure (SMILES): CC(C)C=O.N=C=S
Highest occupied orbital energy, eV: -9.24
M, g mol⁻¹: 131.2


C5H9NOS | ωB97M-V/def2-TZVPD

The geometry in XYZ format:
```
17
Properties=species:S:1:pos:R:3:lowdin_charge:R:1
C 0.20 -1.48 1.05 -0.33
C 0.84 -1.31 -0.36 -0.11
C 0.96 -0.04 -0.72 -0.13
C 0.66 1.40 -0.24 -0.22
C -0.63 2.00 -0.88 -0.95
H -1.62 -1.39 -0.15 0.19
H -1.96 -1.70 1.77 0.17
H 0.92 -0.89 1.64 0.11
H 0.24 -2.67 1.24 0.13
H 1.38 -2.07 -0.90 0.10
H 1.60 0.34 -1.63 0.14
H 1.37 2.04 -0.80 0.06
H 0.74 1.70 0.91 0.17
H -1.17 0.57 0.15 0.11
N -1.22 -1.24 0.97 -0.11
O -1.71 1.37 -0.36 -0.06
S -0.61 3.36 -1.69 0.75
```

Summary:
Orbital gap, eV: 9.07
Structure (SMILES): NC/C=C\CC(O)=S
Highest occupied orbital energy, eV: -8.60
M, g mol⁻¹: 131.2


Among the records above, which one has the highest orbital gap?
number 2


highest occupied orbital energy of number 3 (C5H9NOS)?
-9.24 eV


Look up the M of the third one.
131.2 g mol⁻¹


Which value of M does entry 4 give?
131.2 g mol⁻¹